No. 1
ORCA calculation (the ωB97M-V functional and the def2-TZVPD basis) on 2 unconnected molecules or ions with the total composition C11H18N2O2 in a non-equilibrium geometry.

XYZ file:
```
33
Properties=species:S:1:pos:R:3:mulliken_charge:R:1
C 1.158 -2.521 0.486 -1.635
C 0.309 -0.993 -1.353 -0.197
H 2.603 -1.018 1.654 0.361
H -1.040 3.362 -2.528 0.433
H 1.781 -2.854 1.358 0.422
H 0.430 1.440 -2.168 0.435
C 0.651 -1.039 0.906 2.454
H 1.212 3.555 -1.125 0.451
C 1.856 -0.209 1.271 -1.509
C 0.857 2.703 -0.520 -1.137
C -0.614 0.931 -0.188 -0.022
H 2.199 0.242 0.313 0.292
H -0.782 -2.048 2.174 0.374
C -2.326 -1.838 -0.159 0.725
O -2.016 -2.768 -0.826 -0.527
C -1.345 2.742 -1.692 -1.484
H 1.795 2.012 -0.308 0.181
N -2.775 -1.121 0.684 -0.499
N 0.535 -1.630 -2.328 -0.549
H -2.810 -0.136 0.977 0.384
H 0.366 3.020 0.496 0.246
H -0.057 -2.389 -2.663 0.319
H -1.520 3.298 -0.820 0.362
H 0.443 -3.225 0.155 0.353
C -0.122 1.819 -1.283 0.819
H 1.808 -2.368 -0.384 0.521
H 0.500 -1.205 2.978 0.661
H 1.747 0.567 1.946 0.395
C -0.228 -1.140 2.188 -2.136
O -1.427 1.312 0.647 -0.731
H -0.805 -0.262 2.326 0.334
H -2.285 2.193 -2.011 0.299
C -0.098 -0.434 -0.203 -0.394
```

SMILES: CC(C)C(=O)C(=C=N)C(C)(C)C.N=C=O
Energy above the lowest of the compared OMol25 structures with the same formula, charge and spin: 470.19 kJ/mol
HOMO: -0.324 Eh
Net charge: 0

No. 2
ORCA calculation (the ωB97M-V functional and the def2-TZVPD basis) on 9 unconnected molecules or ions with the total composition C33H61F9N9O10S in a non-equilibrium geometry.

XYZ file:
```
123
Properties=species:S:1:pos:R:3:mulliken_charge:R:1
H -2.895 -5.165 4.995 0.310
C -3.358 6.273 -4.037 0.790
O -3.800 5.614 -3.102 -0.719
O 6.158 -4.101 10.520 -0.625
H 1.862 -0.784 -0.200 0.358
C -2.598 8.536 -4.856 -0.853
H 10.190 -2.291 5.838 0.384
C 2.437 4.560 2.098 -1.245
C 2.674 2.363 0.136 -0.897
H 0.141 -7.471 4.465 0.381
N -0.858 -4.910 4.702 -0.076
O 0.288 3.781 -1.595 -0.652
H -3.331 9.333 -4.997 0.289
N -7.402 4.524 -5.084 -0.126
H -8.870 1.065 -12.620 0.284
H 3.196 -5.174 -4.907 0.294
C -8.264 3.784 -10.185 -1.271
H -9.440 4.274 -4.794 0.293
H 1.568 4.728 1.459 0.291
C -1.681 3.119 -2.786 -1.220
F 1.438 -4.297 7.479 -0.329
H 3.612 1.931 -0.218 0.281
C 2.740 -1.432 -0.175 -1.074
H 4.636 -4.748 -3.972 0.344
H 1.837 1.835 -0.324 0.215
F 3.454 -3.975 6.644 -0.267
H 3.344 -1.227 -1.057 0.260
O -8.258 2.012 -8.576 -0.684
H 4.358 -6.243 -0.430 0.302
H -3.372 2.544 -1.011 0.354
O 0.973 -4.672 3.434 -0.645
H 3.899 -6.372 -3.813 0.366
H 2.629 1.230 1.934 0.045
H -8.071 0.452 -10.363 0.239
N 2.599 2.172 1.571 0.078
H -3.344 3.487 0.494 0.294
H 3.352 4.825 1.565 0.361
C -6.505 2.562 -6.248 -1.380
H 1.655 -2.739 3.116 0.281
C 3.550 -1.159 1.065 0.788
C 2.472 -3.371 7.403 0.776
O 1.711 -4.319 -3.059 -0.649
H 2.437 -2.479 -0.200 0.165
H -1.872 -5.517 6.406 0.282
H -7.443 2.335 -6.758 0.451
O 4.710 -0.767 1.016 -0.702
H -1.964 -6.675 5.063 0.366
N -8.103 1.395 -10.722 -0.173
C 8.036 -2.251 8.649 -0.032
C 1.887 -2.116 6.624 0.642
H 6.857 -4.923 6.627 0.472
F 0.529 -2.219 6.462 -0.217
H -9.136 3.952 -10.821 0.382
N 2.952 -1.361 2.269 0.188
O 2.438 2.792 3.717 -0.681
H -8.349 4.421 -9.307 0.259
N -1.472 3.182 -0.344 -0.092
H -0.762 -3.921 4.880 0.157
F 4.840 -1.860 7.856 -0.235
H 5.090 -4.629 -0.588 0.272
H 1.042 -2.009 1.617 0.399
C 7.502 -4.063 6.949 -0.215
C -8.209 2.342 -9.753 0.755
C 1.597 -1.820 2.531 -0.861
F 2.111 -2.229 9.565 -0.276
N 8.561 -3.650 6.179 0.011
C -1.959 -5.621 5.323 -0.923
F 4.574 -1.802 10.046 -0.281
N -3.115 7.602 -3.877 -0.122
H -7.302 5.510 -4.898 0.221
C 9.366 -2.580 6.542 -0.212
H 2.632 3.412 -0.144 0.411
H 9.791 -0.982 8.096 0.395
H 7.762 -1.758 9.612 0.441
H -0.889 -7.116 3.045 0.403
O 5.344 -5.241 8.515 -0.604
F 2.799 -4.304 9.565 -0.267
C -3.064 5.665 -5.382 -1.425
H 1.083 -1.053 3.116 0.259
C -2.824 2.725 -0.091 -0.938
C 2.490 3.120 2.537 0.840
C 4.551 -5.418 -1.118 -0.881
F 2.269 -0.910 7.111 -0.231
H -8.075 2.642 -12.428 0.323
H -3.673 6.142 -6.148 0.494
H -0.875 3.381 0.445 0.186
H 2.638 -4.527 -0.878 0.162
H -8.417 3.906 -3.386 0.299
C -8.033 1.591 -12.157 -0.837
H -2.002 5.775 -5.619 0.475
H -1.672 8.967 -4.469 0.285
H -1.986 2.070 -2.814 0.399
H -6.413 1.963 -5.339 0.374
C 9.162 -1.847 7.790 -0.597
C 2.938 -3.098 8.889 0.426
C -0.871 3.389 -1.548 0.923
N 3.281 -4.886 -1.567 -0.108
H -7.097 1.163 -12.520 0.285
S 5.713 -3.979 9.138 1.206
C 3.699 -5.308 -3.952 -1.292
C 4.447 -2.623 8.935 0.644
H 3.551 -1.159 3.055 0.066
H -5.681 2.308 -6.913 0.306
C -6.444 4.026 -5.910 0.841
F 2.400 -2.191 5.338 -0.289
C -8.505 3.813 -4.470 -0.888
C 7.195 -3.376 8.210 -0.091
C 2.813 -4.798 -2.845 0.885
H -2.776 1.801 0.489 0.292
H -1.077 3.326 -3.667 0.287
H -3.305 4.606 -5.362 0.212
H -2.400 8.059 -5.811 0.331
C 0.047 -6.879 3.553 -1.537
H 2.350 5.201 2.974 0.287
H 5.160 -5.775 -1.944 0.333
H -7.351 4.050 -10.720 0.365
H -2.560 3.769 -2.807 0.178
H -8.513 2.760 -4.741 0.337
H -3.334 7.943 -2.953 0.248
H 8.749 -4.161 5.314 0.310
C 0.102 -5.410 3.881 0.900
H 0.873 -7.132 2.891 0.305
O -5.571 4.765 -6.351 -0.676
```

HOMO: -0.364 Eh
Net charge: +1

No. 3
ORCA calculation (the ωB97M-V functional and the def2-TZVPD basis) on a single C16H17N3O2S2 molecule in a non-equilibrium geometry.

XYZ file:
```
40
Properties=species:S:1:pos:R:3:mulliken_charge:R:1
O -1.561 3.789 -1.511 -0.571
C -3.031 -0.669 0.595 -0.858
H -0.035 1.730 1.728 -0.550
H 1.773 -3.105 -3.097 0.410
C -1.423 2.522 -0.928 -0.422
C 0.023 2.042 -0.908 0.428
C 0.511 -1.685 -0.267 0.638
S 1.086 3.108 0.129 -0.133
H -0.703 -3.198 -2.813 0.211
C -2.897 -1.991 -1.426 -0.885
C 1.541 -1.169 0.606 -0.436
H 2.745 -2.326 -1.838 0.476
N 1.329 0.031 1.230 0.032
H -4.708 -1.212 -0.621 0.397
C 1.617 2.649 2.752 0.043
H -1.206 -0.272 1.650 0.355
C -3.638 -1.285 -0.502 -0.540
H 3.258 1.608 3.274 0.234
H -0.911 4.376 -1.100 0.346
H -3.649 -0.138 1.304 0.418
H -2.022 1.835 -1.532 0.291
H 0.456 2.111 -1.905 0.385
H -1.830 2.518 0.095 0.234
H 3.143 -2.676 0.556 0.524
H 2.157 -3.975 -1.611 0.288
N -0.550 -2.673 -1.968 0.035
C 2.329 0.398 1.943 0.414
H -0.232 3.482 2.123 0.481
C -1.524 -2.054 -1.234 -0.692
C 0.673 -2.456 -1.397 0.343
S 3.678 -0.739 1.943 -0.297
C -0.894 -1.418 -0.142 1.049
C 0.453 2.698 1.804 0.555
C 1.908 -2.996 -2.022 -1.652
C -1.669 -0.732 0.790 -0.082
C 2.752 -1.735 0.881 -0.530
N 2.440 1.543 2.679 -0.100
O 1.876 3.522 3.544 -0.620
H 0.100 1.024 -0.537 -0.625
H -3.366 -2.480 -2.267 0.404
```

SMILES: Cc1[nH]c2ccccc2c1-c1csc(NC(=O)CSCCO)n1
Energy above the lowest of the compared OMol25 structures with the same formula, charge and spin: 46.58 kJ/mol
HOMO: -0.286 Eh
Net charge: 0

No. 4
ORCA calculation (the ωB97M-V functional and the def2-TZVPD basis) on a single CH5PS2 molecule in a non-equilibrium geometry.

XYZ file:
```
9
Properties=species:S:1:pos:R:3:mulliken_charge:R:1
H -1.347 1.346 2.106 0.156
H 1.207 -2.048 -0.176 0.289
H 0.680 0.336 -2.315 0.055
C 0.442 -1.158 0.002 -0.841
H 0.465 -0.889 1.026 0.260
S -0.950 2.291 1.190 -0.219
P 0.930 0.457 -0.854 0.073
H -0.483 -1.671 -0.176 0.350
S -0.945 1.336 -0.804 -0.123
```

SMILES: CPSS
Energy above the lowest of the compared OMol25 structures with the same formula, charge and spin: 130.83 kJ/mol
HOMO: -0.331 Eh
Net charge: 0

No. 5
ORCA calculation (the ωB97M-V functional and the def2-TZVPD basis) on 2 unconnected molecules or ions with the total composition C6H14N2O2 in a non-equilibrium geometry.

XYZ file:
```
24
Properties=species:S:1:pos:R:3:mulliken_charge:R:1
H 2.032 -2.332 2.303 0.317
C 1.167 -1.687 2.169 -0.808
O 1.780 -0.030 0.436 -0.604
C -1.026 0.139 -1.933 0.590
H -2.489 -2.053 -0.849 0.322
H -0.153 2.698 1.808 0.341
C 0.085 1.046 -2.565 -0.971
O -2.179 0.518 -1.956 -0.636
C -1.677 -1.499 -0.362 -0.922
H 0.276 1.792 0.346 0.035
N -0.601 -0.916 -1.196 -0.181
H 0.545 -1.570 3.081 0.264
C 1.190 -0.311 1.457 0.733
H -1.130 -2.309 0.154 0.266
H 0.305 0.710 3.102 0.196
N 0.682 0.763 2.176 -0.210
H 0.052 0.955 -3.645 0.344
H 1.594 2.423 1.299 0.252
H 1.023 0.820 -2.082 0.286
H -0.197 2.069 -2.413 0.273
H 0.346 -1.256 -1.217 0.304
C 0.574 2.002 1.368 -0.579
H 0.586 -2.336 1.494 0.083
H -2.019 -0.836 0.385 0.305
```

SMILES: CNC(C)=O.CNC(C)=O
Energy above the lowest of the compared OMol25 structures with the same formula, charge and spin: 132.60 kJ/mol
HOMO: -0.345 Eh
Net charge: 0

Electronic energy values, unit Eh, following the record order: -689.83586 -3835.97877 -1731.06978 -1178.79702 -497.00703.